## one
Here is a 2-piece molecular cluster, C6H12O overall from OMol25. Energies are from ωB97M-V/def2-TZVPD.

Each line ends with the Mulliken charge.
Cartesian coordinates (Å):
C  1.669  -1.299  -0.706  -0.57
C  2.916  -1.091  -0.141  -0.88
C  0.469  0.835  -0.456  -0.39
C  0.460  -0.523  -0.696  0.83
C  -0.796  -1.299  -0.981  -1.22
C  -0.682  1.810  -0.503  -1.14
H  1.481  -2.293  -1.136  0.23
H  3.238  -0.079  0.102  0.18
H  3.636  -1.883  -0.003  0.25
H  1.444  1.309  -0.504  0.11
H  -0.964  -2.139  -0.298  0.24
H  -1.664  -0.655  -0.821  0.31
H  -0.865  -1.688  -2.001  0.27
H  -0.503  2.617  0.211  0.31
H  -0.790  2.236  -1.513  0.17
H  -1.634  1.382  -0.187  0.28
H  -2.692  0.185  2.417  0.32
H  -3.259  1.192  3.435  0.30
O  -2.680  1.127  2.669  -0.64

Values from the calculation:
LUMO level (alpha / beta)   3.1697 / 3.1209 eV
HOMO (alpha / beta)   0.5 / -2.3 eV
<S²>   0.7665
Multiplicity   2
Kohn-Sham gap (alpha / beta)   2.6 / 5.4 eV
Charge   -1
Molecular weight   100.16 g/mol

## two
Here is a 2-piece molecular cluster, C6H12O overall from OMol25. Energies are from ωB97M-V/def2-TZVPD.

Each line ends with the Mulliken charge.
Cartesian coordinates (Å):
C  -1.867  0.603  -0.100  -1.35
C  -0.694  -0.329  -0.397  0.79
C  0.451  -0.317  0.401  -0.54
C  0.443  0.180  1.814  -1.27
C  -0.233  -2.490  -1.560  -0.98
C  -0.937  -1.305  -1.405  -0.41
H  -2.779  0.106  0.216  0.27
H  -1.518  1.407  0.554  0.31
H  -2.137  1.043  -1.078  0.37
H  1.188  -1.025  0.048  0.33
H  -0.361  -0.258  2.420  0.35
H  1.325  -0.025  2.422  0.34
H  0.177  1.240  1.868  0.11
H  0.299  -2.855  -0.691  0.28
H  -0.222  -3.050  -2.486  0.26
H  -1.566  -0.924  -2.223  0.19
H  2.175  1.838  0.147  0.35
H  1.678  2.599  1.348  0.32
O  2.293  2.678  0.615  -0.72

Values from the calculation:
LUMO level (alpha / beta)   4.0863 / 4.0299 eV
HOMO (alpha / beta)   -0.1 / -2.8 eV
<S²>   0.7664
Multiplicity   2
Kohn-Sham gap (alpha / beta)   4.2 / 6.8 eV
Charge   -1
Molecular weight   100.16 g/mol

Q: Which of them is the least stable? A: one.

## one
Here is a 2-piece molecular cluster, C3H9NSi overall from OMol25. Energies are from ωB97M-V/def2-TZVPD.

Each line ends with the Mulliken charge.
Cartesian coordinates (Å):
C  -1.563  0.347  0.786  -0.62
C  0.403  -2.001  -0.420  -0.98
C  1.848  1.421  0.125  -0.99
N  -1.628  0.466  -0.738  -0.47
Si  -0.087  -0.205  -0.229  0.40
H  -1.931  1.225  1.191  0.40
H  -2.263  -0.496  1.036  0.17
H  0.466  -2.312  -1.478  0.32
H  1.117  -2.303  0.321  0.32
H  -0.532  -2.342  -0.140  0.32
H  2.450  1.180  -0.658  0.34
H  1.265  2.438  -0.020  0.23
H  2.092  1.108  1.141  0.29
H  -1.639  1.474  -0.918  0.27

Values from the calculation:
LUMO level   0.7035 eV
HOMO   -8.5 eV
Multiplicity   1
Kohn-Sham gap   9.2 eV
Molecular weight   87.20 g/mol

## two
Here is C3H9NSi in the gas phase from OMol25. Energies are from ωB97M-V/def2-TZVPD.

Each line ends with the Mulliken charge.
Cartesian coordinates (Å):
C  1.838  0.688  -1.510  -0.80
C  1.006  -0.295  -1.349  -0.05
C  0.465  -0.556  0.152  -0.91
N  -1.670  -0.242  1.975  -0.35
Si  -1.378  0.248  0.423  0.34
H  2.336  0.872  -2.485  0.24
H  2.007  1.438  -0.813  0.26
H  0.800  -0.969  -2.223  0.29
H  1.312  -0.086  0.705  0.38
H  0.520  -1.600  0.245  0.40
H  -0.912  -0.662  2.531  0.25
H  -2.495  -0.102  2.510  0.18
H  -1.375  1.738  0.068  -0.11
H  -2.455  -0.471  -0.230  -0.12

Values from the calculation:
LUMO level   1.1031 eV
HOMO   -9.4 eV
Structure (SMILES)   C=CC[SiH2]N
Multiplicity   1
Kohn-Sham gap   10.5 eV
Molecular weight   87.20 g/mol

Q: Which of them is the least stable? A: one.

## one
Here is C5H12S2 in the gas phase from OMol25. Energies are from ωB97M-V/def2-TZVPD.

Each line ends with the Mulliken charge.
Cartesian coordinates (Å):
C  1.702  -0.529  0.485  -0.09
C  2.390  -1.201  -0.850  -1.24
C  1.244  0.928  0.208  -0.76
S  -0.133  1.605  1.231  -0.13
S  -1.169  2.292  -0.449  -0.14
C  -2.419  0.781  -0.470  -0.43
C  -2.617  -0.234  0.694  -0.93
H  0.826  -1.294  0.541  0.14
H  2.543  -0.403  1.313  0.24
H  1.970  -1.094  -1.791  0.39
H  3.489  -1.180  -0.909  0.34
H  2.350  -2.288  -0.622  0.34
H  1.145  1.332  -0.832  0.47
H  2.043  1.480  0.698  0.31
H  -1.974  0.044  -1.202  0.25
H  -3.451  1.033  -0.759  0.38
H  -3.321  -1.061  0.325  0.33
H  -1.677  -0.615  0.863  0.21
H  -2.942  0.405  1.527  0.31

Values from the calculation:
LUMO level   0.5815 eV
HOMO   -8.6 eV
Structure (SMILES)   CCCSSCC
Multiplicity   1
Kohn-Sham gap   9.2 eV
Molecular weight   136.29 g/mol

## two
Here is C5H12S2 in the gas phase from OMol25. Energies are from ωB97M-V/def2-TZVPD.

Each line ends with the Mulliken charge.
Cartesian coordinates (Å):
C  -0.919  -1.452  2.243  -0.49
C  -1.393  -0.277  3.140  -1.08
C  -0.680  -1.106  0.803  -0.60
S  0.540  0.282  0.556  -0.14
S  -0.101  1.102  -1.168  -0.13
C  1.160  0.552  -2.419  -0.45
C  1.680  1.685  -3.272  -0.98
H  -1.763  -2.152  2.270  0.29
H  -0.073  -1.970  2.697  0.32
H  -0.697  0.551  3.221  0.35
H  -1.651  -0.705  4.109  0.33
H  -2.314  0.130  2.718  0.29
H  -0.296  -1.986  0.290  0.36
H  -1.550  -0.718  0.278  0.38
H  1.970  0.011  -1.937  0.36
H  0.641  -0.159  -3.063  0.34
H  1.339  2.655  -2.881  0.30
H  1.341  1.823  -4.306  0.30
H  2.766  1.734  -3.280  0.27

Values from the calculation:
LUMO level   0.8518 eV
HOMO   -8.5 eV
Structure (SMILES)   CCCSSCC
Multiplicity   1
Kohn-Sham gap   9.3 eV
Molecular weight   136.29 g/mol

## three
Here is a 2-piece molecular cluster, C5H12S2 overall from OMol25. Energies are from ωB97M-V/def2-TZVPD.

Each line ends with the Mulliken charge.
Cartesian coordinates (Å):
C  1.153  0.250  2.566  -0.65
S  2.275  -0.244  1.229  -0.05
S  1.126  -1.561  0.150  -0.22
H  0.316  0.820  2.166  0.19
H  1.747  0.887  3.219  0.29
H  0.807  -0.625  3.103  0.29
H  1.487  -2.686  0.785  0.16
C  -1.711  0.164  -2.629  -1.16
C  -2.127  0.971  -1.437  1.00
C  -3.398  1.167  -1.112  -0.97
C  -0.992  1.498  -0.600  -0.87
H  -1.227  0.805  -3.369  0.29
H  -2.572  -0.289  -3.117  0.34
H  -1.002  -0.619  -2.355  0.23
H  -3.644  1.763  -0.242  0.26
H  -4.194  0.752  -1.713  0.27
H  -1.316  2.257  0.107  0.40
H  -0.208  1.917  -1.227  0.31
H  -0.566  0.675  -0.022  -0.12

Values from the calculation:
LUMO level   0.5778 eV
HOMO   -9.2 eV
Structure (SMILES)   C=C(C)C.CSS
Multiplicity   1
Kohn-Sham gap   9.8 eV
Molecular weight   136.29 g/mol

## four
Here is a 2-piece molecular cluster, C5H12S2 overall from OMol25. Energies are from ωB97M-V/def2-TZVPD.

Each line ends with the Mulliken charge.
Cartesian coordinates (Å):
C  0.088  2.805  -0.578  -0.39
C  1.337  2.526  -0.202  -0.39
H  -0.683  2.027  -0.606  0.16
H  -0.203  3.821  -0.869  0.23
H  1.628  1.511  0.089  0.16
H  2.108  3.305  -0.173  0.23
S  1.073  -1.881  0.002  -0.08
S  -1.853  -1.037  0.425  -0.08
C  0.848  -1.253  -1.670  -0.74
C  -1.231  -0.179  1.879  -0.74
C  -0.633  -2.367  0.346  -0.62
H  1.817  -0.860  -2.020  0.30
H  0.108  -0.436  -1.693  0.18
H  0.519  -2.046  -2.362  0.32
H  -1.283  -0.812  2.780  0.32
H  -0.186  0.144  1.736  0.18
H  -1.856  0.715  2.041  0.30
H  -0.989  -3.068  -0.433  0.33
H  -0.610  -2.915  1.308  0.33

Values from the calculation:
LUMO level   0.8161 eV
HOMO   -8.7 eV
Structure (SMILES)   CSCSC.C=C
Multiplicity   1
Kohn-Sham gap   9.5 eV
Molecular weight   136.29 g/mol

Q: Which of them is the least stable? A: one.

## one
Here is C4H12CsO2 as an isolated structure from OMol25. Energies are from ωB97M-V/def2-TZVPD.

Each line ends with the Mulliken charge.
Cartesian coordinates (Å):
Cs  2.280  0.733  -1.693  1.04
C  -1.662  -0.970  -0.574  -0.66
C  -1.365  -1.415  -1.987  -0.30
O  -0.133  -0.809  -2.427  -0.52
H  -2.247  -0.049  -0.533  0.30
H  -0.741  -0.783  -0.021  -0.07
H  -2.233  -1.734  -0.048  0.37
H  -2.167  -1.122  -2.666  0.28
H  -1.266  -2.502  -2.015  0.32
H  0.113  -1.243  -3.251  0.28
C  1.653  0.390  1.661  -0.77
C  0.485  1.342  1.982  -0.12
O  0.305  2.413  1.065  -0.49
H  2.428  0.932  1.116  0.10
H  1.284  -0.462  1.083  0.14
H  2.055  0.016  2.599  0.29
H  0.525  1.703  3.013  0.31
H  -0.453  0.781  1.937  0.24
H  1.139  2.778  0.759  0.26

Values from the calculation:
LUMO level   -3.5063 eV
HOMO   -13.8 eV
Multiplicity   1
Kohn-Sham gap   10.2 eV
Charge   +1
Molecular weight   225.04 g/mol

## two
Here is C4H12CsO2 as an isolated structure from OMol25. Energies are from ωB97M-V/def2-TZVPD.

Each line ends with the Mulliken charge.
Cartesian coordinates (Å):
Cs  0.406  1.053  0.191  0.81
C  3.133  2.084  1.078  -0.54
O  2.420  1.135  0.386  -0.47
H  3.675  1.587  1.883  0.28
H  3.864  2.615  0.468  0.28
H  2.437  2.814  1.489  0.26
H  3.073  0.483  0.120  0.31
C  -1.470  -1.747  0.671  -1.43
C  -1.288  -1.217  -0.707  0.75
C  -2.349  -0.182  -1.130  -1.16
O  -0.016  -0.651  -0.908  -0.79
H  -1.553  -0.987  1.448  0.35
H  -0.711  -2.414  1.082  0.38
H  -2.388  -2.318  0.809  0.38
H  -1.422  -1.990  -1.463  0.22
H  -2.123  0.734  -0.586  0.28
H  -3.334  -0.500  -0.786  0.35
H  -2.468  0.043  -2.190  0.34
H  0.114  -0.542  -1.853  0.40

Values from the calculation:
LUMO level   -3.2058 eV
HOMO   -13.7 eV
Multiplicity   1
Kohn-Sham gap   10.5 eV
Charge   +1
Molecular weight   225.04 g/mol

Q: Which of them is the least stable? A: two.